Here is H4KO2 as an isolated structure from the Open Molecules 2025 dataset. Energies are from ωB97M-V with the def2-TZVPD basis set.

The geometry in XYZ format:
```
7
Properties=species:S:1:pos:R:3:forces:R:3
K -2.25575 -3.01709 0.50475 0.036 0.131 -0.063
O 2.76281 -0.92453 0.90457 -0.339 -0.098 -0.164
H 2.69598 -1.44632 1.70426 0.085 -0.112 0.215
H 3.53343 -0.37344 1.04130 0.224 0.183 -0.026
O -2.24721 1.56108 -1.23196 -0.024 -0.377 0.149
H -2.98965 2.05071 -1.58593 -0.221 0.129 -0.096
H -1.49963 2.14958 -1.33697 0.239 0.145 -0.015
```
Forces are in eV/Å.

Values from the calculation:
Charge: +1
HOMO-LUMO gap: 9.694 eV

Here is a single C6H9Cl molecule from the Open Molecules 2025 dataset. Energies are from ωB97M-V with the def2-TZVPD basis set.

The geometry in XYZ format:
```
16
Properties=species:S:1:pos:R:3:forces:R:3
C 1.44756 0.38578 1.14962 -1.172 -1.436 -2.343
C 1.85964 -0.51631 -0.00604 -5.382 -0.794 -0.928
C 0.74988 -1.14595 -0.64002 3.165 -0.507 1.362
C -0.64239 -1.15645 -0.08876 0.617 -1.644 -1.377
C -1.54330 -0.19132 -0.17886 0.305 0.922 -0.487
C -1.42717 1.23098 -0.72869 1.369 0.681 0.139
Cl -3.07543 -0.55584 0.50682 -1.014 0.094 0.118
H 0.37017 0.09677 1.29730 1.378 0.984 0.773
H 2.09871 0.32172 1.94661 1.067 -0.684 2.137
H 1.59370 1.37872 0.82957 -0.437 1.593 -0.444
H 2.84475 -0.52991 -0.38190 0.934 -0.403 -0.356
H 0.91913 -2.02235 -1.34378 -0.003 1.510 0.483
H -1.01145 -2.20379 0.13904 0.421 1.445 0.196
H -1.70372 1.91907 0.09970 0.220 -0.292 -0.446
H -0.32856 1.51719 -1.04640 -2.223 -0.850 0.502
H -2.15152 1.47170 -1.55420 0.754 -0.619 0.670
```
Forces are in eV/Å.

Values from the calculation:
Charge: 0
HOMO-LUMO gap: 9.667 eV
SMILES: C/C=C\C=C(/C)Cl

Here is C27H31N6O4Tc as an isolated structure from the Open Molecules 2025 dataset. Energies are from ωB97M-V with the def2-TZVPD basis set.

The geometry in XYZ format:
```
69
Properties=species:S:1:pos:R:3:forces:R:3
Tc 0.04220 0.21223 0.14673 -0.337 -0.236 0.173
O 1.26551 0.63659 -1.28725 0.103 0.290 0.033
C 1.17581 1.67365 -2.11193 -0.070 -0.112 0.101
C 2.36125 2.22889 -2.60484 0.008 0.005 -0.025
C 2.31678 3.26511 -3.51192 0.037 0.009 -0.012
C 1.09857 3.77218 -3.97730 0.025 0.019 -0.021
C -0.06948 3.22181 -3.51422 -0.031 -0.030 0.017
C -0.05407 2.17935 -2.56906 -0.032 0.031 -0.006
C -1.30965 1.64889 -2.13133 0.020 0.038 -0.053
N -1.50516 0.81841 -1.17173 0.002 -0.135 0.088
C -2.90480 0.50598 -0.84803 0.061 -0.004 0.013
C -2.96047 -0.69609 0.07322 0.106 -0.019 -0.027
N -2.04548 -0.39793 1.17726 0.082 0.129 -0.097
C -2.58651 -0.22650 2.32028 0.017 0.011 0.133
C -1.85620 0.45051 3.41456 0.027 -0.026 -0.111
C -1.19854 -0.16896 4.39168 0.063 -0.034 -0.065
C -0.07079 0.50538 5.09915 0.030 0.034 -0.039
C 1.20670 2.13990 4.32510 -0.030 -0.039 0.003
C 0.40438 2.83365 3.18873 -0.062 0.040 -0.056
C -0.27455 1.87898 2.16726 -0.032 0.136 -0.374
O -0.30743 2.12810 0.79475 -0.020 -0.199 0.676
H 3.30062 1.83011 -2.24484 -0.009 0.015 -0.009
H 3.24477 3.69225 -3.87113 -0.014 -0.004 0.002
H 1.07945 4.58266 -4.69266 0.007 -0.019 0.017
H -1.02532 3.59271 -3.86644 0.007 0.000 0.008
H -2.18600 2.00059 -2.67835 -0.010 0.028 0.000
H -3.48980 0.33937 -1.75344 -0.005 -0.043 -0.021
H -3.32097 1.36860 -0.32103 -0.043 0.017 -0.004
H -2.61530 -1.58078 -0.44452 0.010 -0.138 -0.107
H -3.97953 -0.86742 0.42582 -0.003 0.029 0.007
H -3.64859 -0.45660 2.44246 0.009 -0.010 0.006
H -1.31861 -1.23924 4.53390 -0.017 0.047 0.022
H 0.13544 0.03614 6.05724 0.014 -0.002 0.008
H 2.11004 2.64570 4.65082 -0.001 -0.005 -0.001
H 0.81012 3.74256 2.75252 -0.003 -0.006 0.040
O 2.88091 -1.61945 2.56902 0.029 -0.019 0.021
C 2.08736 -0.86452 2.06553 0.016 0.105 -0.208
O 1.86336 -0.64144 0.80211 -0.138 -0.264 0.421
C 1.21561 0.08986 2.86447 0.017 -0.190 0.151
C 1.29972 0.57853 4.24556 -0.048 0.047 0.043
C -0.08355 2.05112 5.18103 0.005 -0.022 -0.015
C -0.87815 2.77990 4.07327 0.023 -0.004 0.016
C -1.57268 1.87427 3.03961 0.040 -0.045 -0.086
N 0.32927 0.56653 2.10340 0.080 0.558 -0.436
H 2.14518 0.14407 4.76974 0.021 0.002 0.013
H -0.15368 2.46898 6.18069 -0.002 0.009 -0.009
H -1.41703 3.67289 4.37339 -0.012 -0.011 -0.008
H -2.40433 2.35429 2.52266 0.009 0.004 0.012
C 2.74495 -1.83946 -1.55652 0.021 -0.145 -0.090
N 1.52234 -2.13180 -2.30195 0.058 0.042 -0.093
C 1.67208 -2.14731 -3.75025 0.011 0.006 0.102
C 0.34687 -2.43121 -1.71595 0.193 -0.116 0.020
N -0.08244 -1.81627 -0.62510 -0.244 0.102 -0.167
N -0.36185 -3.44328 -2.30468 0.059 0.059 0.045
C 0.31648 -4.63458 -2.80503 0.011 0.040 -0.027
C -1.79871 -3.55458 -2.17995 -0.007 -0.001 0.072
H 3.55903 -2.38206 -2.04036 0.000 -0.035 -0.034
H 2.64630 -2.17530 -0.53079 -0.001 0.012 -0.090
H 2.96711 -0.77562 -1.54544 0.019 -0.064 -0.015
H 2.16092 -1.21981 -4.05435 -0.007 0.000 -0.004
H 0.70060 -2.20270 -4.23389 -0.021 -0.009 0.001
H 2.28879 -2.98378 -4.08841 0.007 -0.003 -0.001
H -0.74621 -2.39692 -0.12641 0.008 -0.008 -0.012
H 1.37925 -4.57552 -2.59042 -0.001 0.004 0.003
H 0.17680 -4.75300 -3.88156 -0.002 0.005 0.003
H -0.08355 -5.51792 -2.30373 -0.011 0.005 0.005
H -2.12142 -3.98974 -1.22592 0.013 0.013 -0.009
H -2.16461 -4.20083 -2.97624 0.000 -0.006 0.003
H -2.25913 -2.58009 -2.31494 -0.059 0.110 0.052
```
Forces are in eV/Å.

Values from the calculation:
2S+1: 2
Charge: +1
HOMO-LUMO gap (spin up / spin down): 7.968 / 7.210 eV
Expectation value of S²: 0.756

Energy values (in eV) by entry order: -20479.40493; -18888.29787; -47823.79932.
Largest force on an atom values (in eV/Å) by entry order: 0.41; 5.52; 0.71.